27
Properties=species:S:1:pos:R:3:forces:R:3:mulliken_charge:R:1 method="wB97M-V/def2-TZVPD" e_above_lowest_ev=2.523 gap_ev=9.8 smiles="C=C/C=C/CN.O.O.O.O"
C -1.78016 -2.50104 0.19264 1.0 0.7 -0.4 -0.740
C -1.90532 -1.30770 0.78117 -0.7 -0.8 0.5 -0.158
C -1.04921 -0.69076 1.79620 1.2 0.9 -1.7 -0.255
C 0.15019 -0.16440 1.56959 -0.3 0.2 0.9 -0.170
C 0.93375 0.75700 2.46471 1.3 -0.3 0.0 -0.654
N 1.49250 1.81229 1.55264 -0.3 -1.6 0.2 -0.574
H -2.64527 -2.82974 -0.33281 -0.3 -0.4 -0.8 0.297
H -0.82825 -3.07008 0.06641 -1.0 0.3 0.8 0.261
H -2.85214 -0.74253 0.64642 0.4 -0.6 0.2 0.311
H -1.50428 -0.42142 2.70397 -0.8 0.3 1.1 0.353
H 0.80115 -0.37683 0.73437 -0.5 -0.2 -0.7 0.284
H 0.52756 1.11119 3.44765 0.1 -0.3 -1.2 0.365
H 1.79824 0.08632 2.63051 -0.1 0.5 1.0 0.315
H 2.40491 1.50084 1.29786 0.6 0.1 -0.3 0.217
H 1.53964 2.77856 1.75479 -0.4 0.8 0.9 0.187
O 2.17424 -1.82758 -0.90628 -0.6 0.3 -0.8 -0.651
H 2.12826 -1.49078 -1.83217 0.2 -0.2 0.9 0.339
H 1.21861 -1.86367 -0.73181 0.4 -0.1 0.1 0.289
O -1.34572 1.27049 -2.73360 -0.2 -0.1 -0.4 -0.767
H -1.78737 0.45117 -2.46986 -0.1 0.5 0.3 0.321
H -1.14479 1.78904 -1.93649 0.0 -0.1 0.4 0.405
O 0.03092 2.54388 -0.54958 -1.3 0.0 -0.5 -0.787
H 0.72960 2.66549 -1.19256 0.4 -0.2 0.1 0.288
H 0.29582 1.86169 0.10435 0.6 0.6 -0.3 0.470
O 0.57675 -0.57578 -2.81830 -1.4 -0.3 -1.1 -0.643
H 0.06920 0.27102 -2.78930 0.6 -0.1 0.2 0.432
H -0.02883 -1.03668 -3.45053 1.1 0.1 0.6 0.267

8
Properties=species:S:1:pos:R:3:forces:R:3:mulliken_charge:R:1 method="wB97M-V/def2-TZVPD" e_above_lowest_ev=0.667 total_charge=+1 gap_ev=9.7
O -0.01825 -0.99196 -2.91697 0.5 -0.7 -0.7 -0.669
H 0.31340 -0.68948 -3.79262 -0.4 -0.4 0.9 0.337
H 0.12047 -1.96612 -2.92222 -0.1 1.0 -0.1 0.335
N -0.08301 0.72940 1.92647 0.0 0.0 0.0 -0.573
H 0.91512 0.55395 2.15095 -0.6 0.1 -0.1 0.393
H -0.67353 0.45341 2.73428 0.3 0.2 -0.5 0.399
H -0.35372 0.17218 1.09361 0.2 0.3 0.4 0.384
H -0.22046 1.73864 1.72652 0.1 -0.6 0.1 0.394

130
Properties=species:S:1:pos:R:3:forces:R:3:mulliken_charge:R:1 method="wB97M-V/def2-TZVPD" e_above_lowest_ev=0.000 gap_ev=8.6
C 0.50622 -5.63396 1.18901 0.2 -0.2 1.5 -0.966
C -0.76377 -4.96365 0.72396 0.2 -0.2 -1.7 0.709
O -0.76801 -4.15626 -0.19994 0.1 0.4 0.5 -0.586
N -1.89604 -5.55334 1.13768 -0.1 -0.1 1.3 -0.093
C -3.25064 -5.20156 0.74528 0.6 -0.7 0.0 -0.816
H 1.38861 -5.01342 1.33665 -0.2 0.5 -0.6 -0.082
H 0.73275 -6.42361 0.47592 0.1 0.0 0.0 0.330
H 0.39532 -6.08582 2.18996 -0.3 -0.2 -0.4 0.421
H -1.82828 -6.13206 1.95613 0.1 -0.2 0.0 0.284
H -3.67009 -6.13831 0.37845 -0.5 0.3 -0.2 0.307
H -3.17233 -4.46449 -0.04178 -0.3 0.2 0.0 0.216
H -3.80973 -4.88094 1.62032 -0.2 0.4 -0.1 0.319
C 2.43994 -1.68982 -6.44498 -1.5 -1.3 -0.3 -1.414
C 2.09963 -1.37919 -5.01752 -0.5 1.9 -0.1 0.733
O 2.97853 -1.12324 -4.20066 -0.1 -0.7 0.5 -0.574
N 0.77578 -1.11487 -4.77670 0.9 0.5 0.6 -0.070
C 0.32579 -0.50980 -3.50263 -0.2 -1.4 -0.5 0.656
H 3.50331 -1.69352 -6.59729 0.2 0.3 -0.2 0.338
H 1.81974 -1.04507 -7.07142 0.7 0.5 -0.2 0.385
H 2.02377 -2.66614 -6.75416 0.4 0.0 0.4 0.336
H 0.16424 -1.00809 -5.56568 -0.2 -0.2 0.0 0.333
H -0.70779 -0.20870 -3.64227 0.0 -0.1 0.0 -0.525
H 0.89012 0.33327 -3.10930 0.5 -0.1 -0.4 0.091
H 0.35258 -1.33978 -2.78829 -0.1 0.6 0.2 -0.309
C -3.61101 5.62904 3.00261 0.3 0.3 0.0 -1.402
C -2.93730 4.30982 2.69668 -0.7 -0.6 -0.1 0.737
O -3.49789 3.22316 2.84012 0.1 0.4 0.1 -0.758
N -1.67798 4.39240 2.23725 0.5 -0.5 -0.1 -0.063
C -0.85925 3.19788 1.94690 -0.5 0.8 0.3 -0.278
H -3.23143 5.95351 3.97836 -0.1 0.2 -0.2 0.360
H -4.69112 5.58465 3.05816 -0.1 -0.5 0.1 0.334
H -3.39561 6.36785 2.22347 0.3 0.0 0.3 0.395
H -1.23259 5.28849 2.27623 0.2 0.1 -0.1 0.237
H -1.48263 2.42737 1.50041 0.0 0.1 -0.1 -0.033
H -0.39734 2.80025 2.85457 0.0 0.1 0.0 0.364
H -0.09169 3.49692 1.23742 0.0 0.0 0.1 0.002
C 2.85965 5.35600 1.22599 -0.2 -0.2 0.5 -0.854
C 3.59050 4.28637 2.03460 -0.2 -0.1 -1.0 0.696
O 3.20627 3.95052 3.13169 -0.2 0.2 0.7 -0.630
N 4.69738 3.73422 1.46656 -0.4 0.1 0.3 -0.106
C 5.58090 2.93427 2.24210 1.6 -0.1 1.3 -0.808
H 3.23698 5.49622 0.21732 0.1 0.1 0.0 0.304
H 2.92300 6.28227 1.80512 0.2 0.0 -0.2 0.334
H 1.79043 5.13407 1.20238 0.1 -0.2 -0.1 0.049
H 4.81939 3.70646 0.48107 0.2 0.4 -0.6 0.256
H 5.27757 1.92430 2.51935 -0.4 0.0 -0.3 0.083
H 5.83987 3.44808 3.17584 -0.5 0.0 0.0 0.342
H 6.55216 2.85958 1.76403 -0.2 -0.2 -0.5 0.393
C -4.29615 -0.14809 1.39569 1.0 2.3 0.3 -0.321
C -4.80140 0.74653 0.26971 0.2 0.1 0.6 0.599
O -5.20258 0.30725 -0.78971 -0.4 -0.4 -0.5 -0.621
N -4.77900 2.07103 0.54806 0.4 0.1 0.1 0.117
C -5.11280 3.07902 -0.42887 0.1 -0.2 -0.5 -1.044
H -3.33932 -0.56276 1.07405 -0.6 -1.0 -0.2 -0.225
H -5.10014 -0.72329 1.82575 0.2 -0.8 -0.2 0.535
H -3.91838 0.54113 2.17368 -0.5 -0.3 0.1 0.124
H -4.23769 2.38968 1.35279 -0.4 -0.2 -0.1 0.102
H -5.99669 3.63832 -0.11898 0.2 0.3 0.0 0.298
H -5.34027 2.62596 -1.39536 -0.1 -0.3 0.3 0.392
H -4.24696 3.71379 -0.64700 -0.4 0.0 0.6 0.119
C -1.69074 -3.97055 4.41043 -0.5 -0.1 0.0 -0.921
S -2.54557 -2.60964 3.56564 0.3 0.2 -0.2 0.993
O -3.96531 -2.68160 3.99534 -0.2 -0.1 0.1 -0.714
C -1.80886 -1.25136 4.47126 0.0 0.2 0.3 -0.782
H -0.93532 -4.42208 3.77454 0.1 0.1 -0.1 -0.046
H -2.52242 -4.66552 4.55669 0.2 -0.1 0.1 0.416
H -1.28136 -3.68208 5.37324 0.0 0.1 0.1 0.402
H -2.34303 -0.34924 4.17162 0.1 0.0 -0.2 0.204
H -0.74176 -1.19044 4.25295 0.0 0.0 -0.1 0.104
H -1.97593 -1.38512 5.54212 0.0 -0.2 -0.1 0.483
C 4.10450 -3.96095 -2.33436 -0.1 -1.3 -0.3 -0.858
S 3.32081 -3.89054 -0.72374 0.0 0.8 -0.5 0.418
O 4.17810 -2.97318 0.08251 0.4 -0.1 0.4 -0.633
C 1.94792 -2.86598 -1.23257 -1.4 -0.1 -1.0 0.434
H 4.96374 -4.62268 -2.20852 0.2 0.3 -0.1 0.434
H 4.35619 -2.99056 -2.72647 0.1 0.5 0.2 0.051
H 3.44527 -4.45834 -3.05667 -0.1 0.1 0.2 0.375
H 1.72072 -2.18551 -0.41673 0.2 0.0 0.0 -0.380
H 1.02870 -3.43832 -1.44480 0.4 -0.2 0.6 0.426
H 2.08712 -2.33901 -2.18437 0.8 0.2 0.5 -0.356
C -0.33688 -0.86763 1.05274 0.2 -0.6 0.1 0.271
S -0.21603 0.19608 -0.36000 0.3 -0.2 0.5 1.015
O -1.49197 0.94595 -0.38790 -0.7 0.6 -0.3 -0.328
C 1.00753 1.28599 0.36037 1.1 0.3 0.7 -0.846
H -1.06731 -1.63523 0.80274 0.1 -0.2 0.0 0.025
H -0.63111 -0.38199 1.98244 -0.1 0.5 -0.3 0.422
H 0.64493 -1.30073 1.24402 -0.2 -0.2 -0.2 -0.936
H 1.01547 2.24899 -0.14876 -0.2 -0.1 -0.1 0.598
H 2.02897 0.89308 0.31502 -0.2 -0.3 -0.4 -0.282
H 0.85328 1.42762 1.43319 -0.4 0.1 -0.2 0.207
C 6.39247 -0.11215 -2.17336 0.7 0.6 0.5 -0.642
S 5.95768 1.57702 -1.70360 -0.4 -0.3 0.2 0.377
O 6.54818 1.81138 -0.35049 0.2 0.1 -0.2 -0.576
C 4.22234 1.24521 -1.36891 -0.1 -0.5 -0.8 -0.351
H 7.31516 -0.06623 -2.74762 0.0 0.0 -0.1 0.419
H 5.59635 -0.57074 -2.73722 -0.2 -0.3 -0.1 0.023
H 6.62462 -0.55407 -1.20171 -0.3 -0.4 -0.2 0.288
H 3.88356 2.12207 -0.84874 -0.4 0.4 0.1 0.066
H 4.04595 0.35034 -0.77072 0.4 0.0 0.2 0.075
H 3.70090 1.09509 -2.32258 0.0 0.2 0.1 0.330
C -4.93231 0.10272 -3.76756 -0.2 -0.3 0.2 -0.140
S -3.72473 -1.21308 -4.02071 0.0 0.5 0.0 0.300
O -2.54606 -0.60584 -4.71956 0.2 0.1 0.0 -0.614
C -3.26035 -1.42416 -2.29343 0.4 -1.0 -0.1 0.326
H -5.05715 0.68145 -4.67971 -0.1 -0.4 -0.3 0.446
H -4.67371 0.79369 -2.97215 0.3 -0.2 0.1 -0.596
H -5.82644 -0.44317 -3.45242 -0.2 0.3 -0.2 0.400
H -3.90152 -2.18469 -1.83839 -0.3 0.4 0.0 0.505
H -3.25739 -0.50255 -1.72600 0.1 0.1 0.0 -0.618
H -2.28096 -1.91747 -2.33140 0.0 0.3 0.0 0.016
C 2.95315 -3.55594 3.85180 -0.4 0.1 1.2 -1.255
S 2.53514 -2.15064 2.83834 0.2 -0.1 -1.0 0.961
O 1.24991 -1.62737 3.37357 -0.3 0.1 0.7 -0.887
C 3.80479 -0.99957 3.32495 0.2 -0.3 0.8 -1.214
H 2.12562 -4.25405 3.72231 0.2 -0.2 -0.3 0.292
H 2.89324 -3.26655 4.91098 0.1 0.2 -0.2 0.397
H 3.92375 -4.00341 3.67056 0.0 0.0 -0.4 0.399
H 3.58613 -0.03260 2.88769 0.0 0.0 -0.3 0.148
H 4.76887 -1.39662 3.01417 0.1 0.1 -0.2 0.463
H 3.78640 -0.89575 4.41325 0.0 0.0 0.0 0.458
C -1.78723 2.77044 -3.16797 0.5 -0.9 -0.6 -0.168
S -3.48997 3.25127 -3.46030 0.0 0.9 0.1 0.793
O -3.66258 3.63192 -4.87863 0.0 -0.4 -0.7 -0.723
C -3.46292 4.83405 -2.60376 0.8 0.0 1.6 -1.052
H -1.77686 1.67673 -3.16197 -0.1 0.1 0.2 -0.494
H -1.41127 3.13275 -2.22023 0.0 0.0 0.1 0.209
H -1.13792 3.02627 -4.00990 -0.2 0.5 0.1 0.474
H -4.45952 5.04244 -2.22465 -0.1 0.3 -0.4 0.418
H -3.01040 5.67109 -3.12821 -0.2 -0.2 -0.7 0.383
H -2.83115 4.71134 -1.70645 -0.3 0.0 -0.2 0.115